Version w
This record from the OMol25 dataset describes the molecule C6H10O. The level of theory is wB97M-V/def2-TZVPD.

Structure (XYZ):
```
17
C6H10O, DFT wB97M-V/def2-TZVPD
C 1.870 -0.581 0.077
C 0.578 0.107 0.502
C 0.174 1.346 -0.368
C -1.379 1.256 -0.339
C -1.767 0.118 0.217
C -0.660 -0.827 0.506
O -0.634 -1.878 -0.455
H 1.798 -0.961 -0.948
H 2.714 0.116 0.126
H 2.095 -1.434 0.727
H 0.686 0.456 1.539
H 0.576 1.264 -1.390
H 0.593 2.272 0.057
H -2.332 1.654 -0.717
H -2.825 -0.108 0.333
H -0.803 -1.324 1.464
H -0.684 -1.476 -1.334
```

Calculated values
* total charge: 0
* Kohn-Sham gap: 10.66 eV
* SMILES: C[C@H]1CC=C[C@H]1O


Version x
This record from the OMol25 dataset describes the molecule C6H10O. The level of theory is wB97M-V/def2-TZVPD.

Structure (XYZ):
```
17
C6H10O, DFT wB97M-V/def2-TZVPD
C 1.747 1.666 -0.251
C 0.529 1.180 -0.432
C -0.259 1.594 -1.672
C 0.004 0.179 0.519
C -0.403 -1.025 0.114
C -1.070 -1.975 1.084
O -0.278 -2.210 2.256
H 2.333 2.178 -1.019
H 2.234 1.532 0.712
H -0.513 2.646 -1.517
H -1.172 1.009 -1.762
H 0.350 1.473 -2.565
H -0.144 0.391 1.579
H -0.421 -1.153 -0.961
H -1.227 -2.941 0.591
H -2.080 -1.662 1.340
H 0.371 -2.881 1.984
```

Calculated values
* total charge: 0
* Kohn-Sham gap: 9.70 eV
* SMILES: C=C(C)/C=C/CO


Stability ranking, top and bottom: version w is the most stable and version x is the least stable.


Version w
This record from the OMol25 dataset describes the molecule C5H8O. The level of theory is wB97M-V/def2-TZVPD.

Structure (XYZ):
```
14
C5H8O, DFT wB97M-V/def2-TZVPD
C -1.458 -0.216 -0.444
C -0.754 0.853 0.422
C 0.600 0.236 0.732
C 1.564 0.082 -0.423
C 0.661 -1.046 -0.030
O -0.498 -1.210 -0.797
H -1.867 0.200 -1.371
H -2.282 -0.694 0.104
H -0.657 1.807 -0.108
H -1.315 1.044 1.343
H 0.997 0.314 1.739
H 1.330 0.593 -1.354
H 2.623 0.008 -0.194
H 1.055 -1.972 0.381
```

Calculated values
* total charge: 0
* Kohn-Sham gap: 10.31 eV
* SMILES: C1C[C@@H]2C[C@@H]2O1


Version x
This record from the OMol25 dataset describes a structure of composition C5H8O. The level of theory is wB97M-V/def2-TZVPD.

Structure (XYZ):
```
14
C5H8O, DFT wB97M-V/def2-TZVPD
C 0.150 -0.576 1.135
C -0.639 0.728 0.949
C -0.729 0.683 -0.567
O 0.478 0.884 -1.245
C 1.023 -0.439 -1.187
C 0.033 -1.182 -0.279
H 1.203 -0.391 1.385
H -0.264 -1.228 1.911
H -0.175 1.651 1.313
H -1.643 0.654 1.383
H -1.546 1.236 -1.049
H 2.037 -0.443 -0.762
H 1.072 -0.836 -2.210
H -1.047 -0.535 -0.756
```

Calculated values
* total charge: 0
* Kohn-Sham gap: 8.35 eV


Version y
This record from the OMol25 dataset describes the molecule C5H8O. The level of theory is wB97M-V/def2-TZVPD.

Structure (XYZ):
```
14
C5H8O, DFT wB97M-V/def2-TZVPD
C 1.210 1.209 -0.341
C 0.462 -0.110 -0.628
C 0.473 -1.170 0.366
C -0.976 -0.897 0.094
C -1.783 0.212 0.552
O -1.371 1.354 0.621
H 1.384 1.401 0.724
H 2.215 1.103 -0.802
H 0.766 2.108 -0.772
H 0.410 -0.330 -1.683
H 0.867 -0.940 1.349
H 0.745 -2.141 -0.030
H -1.548 -1.800 -0.202
H -2.856 0.000 0.753
```

Calculated values
* total charge: 0
* Kohn-Sham gap: 9.73 eV
* SMILES: C[C@H]1C[C@H]1C=O


Stability ranking, top and bottom: version w is the most stable and version x is the least stable.


Version w
This record from the OMol25 dataset describes the molecule C19H25N3O2S. The level of theory is wB97M-V/def2-TZVPD.

Structure (XYZ):
```
50
C19H25N3O2S, DFT wB97M-V/def2-TZVPD
C -1.384 -3.376 -1.617
C -1.817 -3.422 -0.154
C -3.329 -3.237 -0.047
C -1.055 -2.403 0.714
N -1.348 -1.022 0.386
C -0.610 -0.304 -0.506
S 0.884 -1.027 -1.105
C 1.653 0.412 -1.910
C 2.435 1.280 -0.933
O 2.072 2.418 -0.710
N 3.538 0.748 -0.368
C 4.043 -0.597 -0.514
C 3.944 -1.345 0.818
C 4.701 -0.582 1.902
C 4.174 0.848 1.988
C 4.268 1.521 0.620
N -0.888 0.872 -0.929
C -1.982 1.513 -0.424
C -2.319 2.783 -0.901
C -3.401 3.444 -0.366
C -4.163 2.864 0.648
C -3.840 1.616 1.129
C -2.751 0.925 0.594
C -2.409 -0.406 1.075
O -2.963 -0.982 1.989
H -0.314 -3.542 -1.712
H -1.627 -2.414 -2.063
H -1.905 -4.148 -2.180
H -1.557 -4.405 0.253
H -3.643 -3.208 0.993
H -3.638 -2.308 -0.522
H -3.841 -4.058 -0.545
H -1.351 -2.541 1.758
H 0.021 -2.566 0.614
H 0.836 1.011 -2.310
H 2.280 0.022 -2.711
H 3.498 -1.139 -1.285
H 5.097 -0.533 -0.816
H 4.351 -2.350 0.699
H 2.892 -1.433 1.095
H 4.586 -1.085 2.863
H 5.766 -0.564 1.657
H 4.747 1.424 2.715
H 3.131 0.837 2.307
H 3.833 2.521 0.644
H 5.315 1.591 0.306
H -1.711 3.222 -1.676
H -3.662 4.426 -0.732
H -5.006 3.400 1.057
H -4.412 1.143 1.914
```

Calculated values
* total charge: 0
* Kohn-Sham gap: 8.75 eV
* SMILES: CC(C)Cn1c(SCC(=O)N2CCCCC2)nc2ccccc2c1=O


Version x
This record from the OMol25 dataset describes a structure of composition C19H25N3O2S. The level of theory is wB97M-V/def2-TZVPD.

Structure (XYZ):
```
50
C19H25N3O2S, DFT wB97M-V/def2-TZVPD
C 3.114 3.153 -1.981
C 2.110 2.021 -1.843
C 0.891 1.707 -1.181
N 0.587 0.531 -1.508
C 1.457 0.215 -2.380
C 1.628 -1.277 -2.894
C 2.643 -1.850 -3.733
C 2.020 -3.201 -4.152
C 0.939 -3.655 -3.524
S 0.281 -2.406 -2.396
H 0.506 -4.828 -3.549
H 2.633 -3.895 -4.892
H 3.233 -1.143 -4.173
O 2.487 0.772 -2.631
C 0.153 2.723 -0.468
N 0.875 2.713 0.994
C -0.265 3.119 2.008
C -1.144 1.781 2.185
H -1.922 1.463 1.287
H -1.900 1.915 2.959
C -0.435 0.620 2.543
C -1.026 -0.859 2.863
O -1.093 -1.358 4.004
N -1.770 -1.398 1.962
C -2.461 -0.945 0.416
C -2.739 -2.197 -0.021
H -1.752 -2.616 -0.330
C -3.547 -2.995 1.042
C -2.449 -2.547 2.266
H -1.784 -3.290 2.534
H -3.256 -2.484 3.154
H -4.505 -2.349 1.064
H -3.568 -3.978 0.940
H -3.245 -1.886 -0.976
H -2.990 -0.100 0.542
H -1.422 -0.663 0.075
C 0.632 0.401 1.606
C 1.748 1.516 1.588
H 1.996 1.920 2.391
H 2.455 1.320 0.680
H 0.543 -0.019 0.868
H 1.672 -0.589 2.095
H 0.125 0.868 3.543
H 0.216 3.407 2.864
H -0.962 3.794 1.419
H -0.863 2.367 -0.302
H 0.284 3.767 -0.690
H 4.130 3.013 -1.786
H 2.679 3.856 -1.339
H 3.062 3.568 -3.140
```

Calculated values
* total charge: 0
* Kohn-Sham gap: 8.09 eV


Stability ranking, top and bottom: version w is the most stable and version x is the least stable.


Version w
This record from the OMol25 dataset describes a structure of composition C6H6O2. The level of theory is wB97M-V/def2-TZVPD.

Structure (XYZ):
```
14
C6H6O2, DFT wB97M-V/def2-TZVPD
C -1.836 0.095 -0.184
C -0.344 -1.104 0.414
C 0.792 -1.028 -0.548
C 1.362 0.125 -0.647
C 0.744 1.279 0.223
C -0.510 0.267 0.607
H -0.043 -1.791 1.353
H 1.076 -1.960 -1.271
H 2.118 0.399 -1.386
H 0.394 2.108 -0.487
H 1.438 1.414 1.093
H -0.771 0.475 1.593
O -2.595 0.921 -0.615
O -1.824 -1.200 -0.145
```

Calculated values
* total charge: 0
* Kohn-Sham gap: 10.89 eV


Version x
This record from the OMol25 dataset describes a structure of composition C6H6O2. The level of theory is wB97M-V/def2-TZVPD.

Structure (XYZ):
```
14
C6H6O2, DFT wB97M-V/def2-TZVPD
C 2.198 -0.391 -0.281
C 0.792 0.113 -0.330
C 0.148 1.277 -0.138
C -1.308 0.797 -0.096
C -1.135 -0.442 0.847
C -0.382 -0.837 -0.421
H 2.317 -1.439 -0.489
H 0.518 2.371 -0.184
H -2.151 1.532 0.098
H -0.468 -0.386 1.785
H -2.103 -0.968 1.091
H -0.172 -1.849 -0.609
O 3.132 0.308 -0.078
O -1.386 -0.085 -1.195
```

Calculated values
* total charge: 0
* Kohn-Sham gap: 9.63 eV


Stability ranking, top and bottom: version w is the most stable and version x is the least stable.


Version w
This record from the OMol25 dataset describes a structure of composition C6H6O2. The level of theory is wB97M-V/def2-TZVPD.

Structure (XYZ):
```
14
C6H6O2, DFT wB97M-V/def2-TZVPD
C 0.705 1.050 0.553
C 1.252 -0.343 0.454
C 0.252 -0.836 -0.426
C -1.137 -0.599 0.235
C -0.837 0.898 0.004
C -0.216 0.251 -1.218
H 2.355 -0.493 0.157
H 1.272 -0.687 1.672
H 0.564 -1.822 -0.920
H -1.410 -0.766 1.399
H -1.989 -1.107 -0.293
H -1.395 1.885 -0.182
O 1.054 2.224 0.942
O -0.469 0.346 -2.377
```

Calculated values
* total charge: 0
* Kohn-Sham gap: 9.67 eV


Version x
This record from the OMol25 dataset describes a structure of composition C6H6O2. The level of theory is wB97M-V/def2-TZVPD.

Structure (XYZ):
```
14
C6H6O2, DFT wB97M-V/def2-TZVPD
C 0.219 0.821 2.055
C -0.121 -0.511 1.449
C 0.783 1.078 0.237
C 0.406 -0.436 0.217
C -0.512 1.382 0.885
C 0.144 -1.176 -1.044
O 1.446 1.269 1.459
O -1.724 1.719 0.412
H 0.135 1.157 3.103
H 1.052 1.718 -0.729
H 0.148 -0.411 -1.786
H -0.836 -1.613 -0.865
H 0.829 -1.863 -1.487
H -2.417 1.576 1.089
```

Calculated values
* total charge: 0
* Kohn-Sham gap: 7.90 eV


Version y
This record from the OMol25 dataset describes the molecule C6H6O2. The level of theory is wB97M-V/def2-TZVPD.

Structure (XYZ):
```
14
C6H6O2, DFT wB97M-V/def2-TZVPD
C -2.162 -1.028 -0.357
O -1.395 0.196 -0.625
C -0.168 0.448 -0.194
C 0.564 1.587 -0.436
C 1.895 1.171 0.270
C 1.883 -0.058 0.663
C 0.532 -0.621 0.405
O 0.116 -1.806 0.364
H -3.226 -0.860 -0.849
H -2.261 -1.236 0.811
H -1.628 -1.806 -0.833
H 0.306 2.511 -0.897
H 2.662 2.000 0.642
H 2.882 -0.497 1.036
```

Calculated values
* total charge: 0
* Kohn-Sham gap: 7.39 eV
* SMILES: COC1=CC=CC1=O


Version z
This record from the OMol25 dataset describes the molecule C6H6O2. The level of theory is wB97M-V/def2-TZVPD.

Structure (XYZ):
```
14
C6H6O2, DFT wB97M-V/def2-TZVPD
C 1.886 -0.523 -0.019
C 0.456 -0.119 0.013
C -0.676 -0.037 -1.223
C -1.731 -0.834 -0.826
O -1.898 -1.039 0.458
C -0.843 -0.230 0.954
C -0.488 0.951 0.141
O -0.573 2.406 0.440
H 2.558 0.294 -0.111
H 2.072 -1.090 -1.010
H 2.389 -1.158 0.888
H -2.465 -1.275 -1.485
H -0.563 -0.266 2.061
H -0.124 2.920 -0.281
```

Calculated values
* total charge: 0
* Kohn-Sham gap: 8.04 eV
* SMILES: C[C@@]12C3=CO[C@@H]1[C@]32O


Stability ranking, top and bottom: version y is the most stable and version x is the least stable.